Molecular formula: C2H6O2Tl
Method: DFT, the ωB97M-V functional and the def2-TZVPD basis

Geometry (Å):
Tl -1.837 2.498 1.063
C -0.108 -0.190 -0.870
C 0.583 -0.600 0.448
O -0.195 -0.135 1.508
O -0.145 1.206 -1.043
H -1.086 -0.665 -0.787
H 0.259 -0.714 -1.753
H 1.579 -0.162 0.516
H 0.746 -1.673 0.547
H -0.377 -0.923 2.025
H 0.580 1.358 -1.654

Values from the calculation:
Total charge ... +2
HOMO-LUMO gap (alpha / beta) ... 12.97 / 6.75 eV
Spin multiplicity ... 2
LUMO level (alpha / beta) ... -8.5 / -14.2 eV
Energy relative to the best compared isomer or geometry (same formula, charge and spin) ... 2.2 kcal per mole

***

Molecular formula: C6H9N
Method: DFT, the ωB97M-V functional and the def2-TZVPD basis

Geometry (Å):
C -0.961 -1.099 0.383
C 0.347 0.383 1.357
C 0.294 -0.218 -0.030
C 1.367 -1.178 -0.537
C -0.083 0.910 -0.966
C -0.451 1.937 -0.201
N -0.235 1.570 1.155
H -0.621 -1.927 1.014
H -1.410 -1.485 -0.529
H -1.729 -0.561 0.952
H 0.967 -1.751 -1.386
H 1.638 -1.885 0.251
H 2.276 -0.673 -0.879
H -0.021 0.910 -2.049
H -0.829 2.921 -0.455
H -0.548 2.145 1.922

Values from the calculation:
Total charge ... 0
HOMO-LUMO gap ... 9.27 eV
LUMO level ... 1.0 eV
Energy relative to the best compared isomer or geometry (same formula, charge and spin) ... 62.3 kcal per mole

***

Molecular formula: C57H64BrFN7O5PS2W
Method: DFT, the ωB97M-V functional and the def2-TZVPD basis

Geometry (Å):
W -0.778 1.120 -0.402
F 3.131 -0.542 4.838
C 2.519 0.654 4.651
C 1.709 0.833 3.556
C 1.090 2.092 3.305
C 0.240 2.298 2.204
O -0.160 1.281 1.445
C -0.217 3.641 1.947
C 0.072 4.623 2.837
N 0.803 4.412 3.971
C 1.138 5.516 4.816
C 1.548 6.821 4.205
C 2.573 5.966 4.881
C 1.347 3.158 4.218
C 2.089 2.925 5.349
C 2.714 1.669 5.579
N 3.395 1.582 6.868
C 3.740 0.264 7.426
C 4.065 0.493 8.924
N 3.767 1.884 9.240
C 4.683 2.777 8.544
C 4.585 2.457 7.038
C -0.928 4.041 0.680
O -1.402 5.151 0.560
O -0.930 3.129 -0.258
H 1.537 0.027 2.862
H -0.285 5.623 2.657
H 0.555 5.563 5.735
H 1.226 7.727 4.698
H 1.590 6.894 3.130
H 2.979 6.284 5.830
H 3.277 5.439 4.252
H 2.211 3.693 6.093
H 4.590 -0.156 6.883
H 2.891 -0.407 7.296
H 5.118 0.253 9.127
H 3.441 -0.147 9.547
H 3.793 2.047 10.239
H 2.728 1.975 7.558
H 5.720 2.663 8.887
H 4.369 3.804 8.744
H 5.470 1.935 6.670
H 4.456 3.355 6.437
S -0.459 1.778 -2.843
C 1.221 2.278 -3.110
C 1.607 2.507 -4.427
C 2.903 2.866 -4.736
C 3.830 3.019 -3.713
C 3.460 2.787 -2.403
C 2.160 2.400 -2.078
S 1.768 2.025 -0.411
H 0.859 2.377 -5.194
H 3.189 3.019 -5.768
H 4.848 3.306 -3.942
H 4.174 2.879 -1.598
Br 7.369 -9.251 1.801
C 6.182 -7.782 1.520
C 4.939 -7.787 2.138
C 4.083 -6.733 1.932
C 4.455 -5.657 1.100
C 5.725 -5.681 0.494
C 6.581 -6.736 0.699
N 3.657 -4.606 0.809
N 2.523 -4.488 1.426
C 1.652 -3.533 1.092
C 0.517 -3.413 1.923
C -0.460 -2.466 1.716
C -0.335 -1.567 0.655
O -1.229 -0.604 0.347
C 0.774 -1.653 -0.213
N 0.787 -0.722 -1.223
C 1.761 -0.834 -2.131
C 2.747 -1.800 -2.071
C 2.771 -2.704 -1.015
C 1.767 -2.652 -0.050
H 4.654 -8.613 2.774
H 3.108 -6.703 2.395
H 6.013 -4.854 -0.138
H 7.553 -6.755 0.230
H 0.441 -4.098 2.754
H -1.323 -2.394 2.363
H 1.753 -0.119 -2.942
H 3.502 -1.832 -2.842
H 3.544 -3.452 -0.942
O -2.439 0.000 -1.954
P -3.532 -0.531 -2.838
C -4.440 0.937 -3.595
C -3.527 2.158 -3.661
C -4.341 3.369 -4.107
C -4.926 3.179 -5.518
C -4.791 1.732 -5.987
C -5.231 0.747 -4.903
C -2.730 -1.918 -3.824
C -1.213 -1.740 -3.876
C -0.769 -0.848 -5.025
C -1.270 -1.409 -6.348
C -2.792 -1.446 -6.325
C -3.297 -2.320 -5.183
C -4.848 -1.216 -1.707
C -6.025 -1.912 -2.393
C -5.794 -3.402 -2.626
C -5.435 -4.093 -1.316
C -4.150 -3.503 -0.744
C -4.291 -2.001 -0.515
H -5.158 1.150 -2.792
H -2.689 1.993 -4.337
H -3.101 2.346 -2.666
H -3.709 4.255 -4.073
H -5.148 3.523 -3.388
H -4.415 3.825 -6.234
H -5.979 3.465 -5.524
H -3.755 1.543 -6.267
H -5.404 1.575 -6.877
H -5.133 -0.270 -5.279
H -6.292 0.915 -4.703
H -2.922 -2.737 -3.120
H -0.753 -2.726 -3.988
H -0.872 -1.315 -2.927
H 0.318 -0.776 -5.025
H -1.162 0.158 -4.872
H -0.872 -2.415 -6.494
H -0.929 -0.791 -7.180
H -3.182 -1.831 -7.270
H -3.152 -0.427 -6.197
H -2.983 -3.350 -5.376
H -4.390 -2.316 -5.164
H -5.210 -0.270 -1.277
H -6.245 -1.418 -3.342
H -6.905 -1.804 -1.754
H -4.991 -3.559 -3.346
H -6.703 -3.841 -3.045
H -5.314 -5.165 -1.484
H -6.250 -3.955 -0.602
H -3.323 -3.716 -1.422
H -3.914 -3.981 0.209
H -3.326 -1.569 -0.225
H -4.975 -1.850 0.324
N -3.984 1.526 0.503
C -2.865 1.454 0.213

Values from the calculation:
Total charge ... 0
HOMO-LUMO gap (alpha / beta) ... 4.03 / 4.03 eV
LUMO level (alpha / beta) ... -1.2 / -1.2 eV
Energy relative to the best compared isomer or geometry (same formula, charge and spin) ... 0.0 kcal per mole

***

Molecular formula: C28H35FMoN2O3Te
Method: DFT, the ωB97M-V functional and the def2-TZVPD basis

Geometry (Å):
Mo -0.291 -0.231 -0.363
C -1.785 -0.956 3.458
O -1.041 -0.822 2.218
C -1.602 0.032 1.305
O -2.585 0.666 1.509
H -1.224 -1.659 4.065
H -2.783 -1.334 3.248
H -1.860 0.012 3.947
F -0.848 -5.950 -2.004
C -0.883 -4.665 -1.658
C -2.102 -4.121 -1.262
C -2.157 -2.792 -0.896
C -0.989 -2.029 -0.932
C 0.215 -2.598 -1.344
C 0.289 -3.936 -1.713
H -2.979 -4.754 -1.248
H -3.093 -2.348 -0.586
H 1.139 -2.003 -1.411
H 1.206 -4.404 -2.042
N 1.463 -0.253 1.069
H 2.399 -0.122 0.695
H 1.451 -1.113 1.615
H 1.299 0.503 1.737
C -0.927 2.042 -3.583
C -1.628 1.872 -2.277
O -2.633 2.400 -1.911
N -1.013 0.913 -1.395
Te -0.540 3.453 1.014
C -0.506 5.273 2.097
C -1.715 5.755 2.613
C -3.016 5.006 2.497
C -1.717 6.992 3.249
C -0.564 7.752 3.385
C -0.590 9.088 4.075
C 0.624 7.237 2.887
C 0.683 6.001 2.251
C 2.017 5.505 1.765
C 0.326 4.181 -0.789
C -0.309 5.184 -1.529
C -1.606 5.811 -1.107
C 0.289 5.612 -2.714
C 1.472 5.069 -3.196
C 2.097 5.558 -4.473
C 2.069 4.050 -2.462
C 1.516 3.609 -1.268
C 2.176 2.497 -0.508
H -1.484 2.750 -4.191
H -0.861 1.079 -4.092
H 0.082 2.421 -3.410
H -2.913 3.959 2.785
H -3.393 5.021 1.472
H -3.768 5.455 3.144
H -2.651 7.372 3.647
H -1.608 9.391 4.315
H -0.144 9.860 3.447
H -0.020 9.054 5.005
H 1.540 7.806 3.002
H 2.823 6.105 2.184
H 2.091 5.554 0.677
H 2.173 4.466 2.063
H -2.335 5.043 -0.840
H -2.018 6.416 -1.913
H -1.471 6.452 -0.235
H -0.198 6.397 -3.282
H 1.460 6.287 -4.972
H 2.278 4.734 -5.164
H 3.059 6.033 -4.274
H 2.989 3.600 -2.822
H 3.026 2.065 -1.039
H 1.403 1.755 -0.305
H 2.497 2.839 0.480

Values from the calculation:
Total charge ... +1
HOMO-LUMO gap (alpha / beta) ... 6.06 / 5.50 eV
Spin multiplicity ... 2
LUMO level (alpha / beta) ... -3.9 / -4.5 eV
Energy relative to the best compared isomer or geometry (same formula, charge and spin) ... 8.1 kcal per mole